Entry 1:
{
  "formula": "C4H9NO",
  "method": "the ωB97M-V functional and the def2-TZVPD basis",
  "homo_ev": -10.467,
  "gap_ha": 0.4253,
  "e_above_lowest_kj_mol": 308.8,
  "smiles": "[H]/N=C1\\O[C@H]1CC.[H][H]",
  "max_force_ha_per_bohr": 0.009,
  "symbols": ["H", "N", "C", "O", "C", "C", "C", "H", "H", "H", "H", "H", "H", "H", "H"],
  "positions_angstrom": [[0.998, 1.855, -2.773], [1.014, 1.675, -1.769], [0.028, 0.983, -1.423], [-1.062, 0.383, -1.920], [-0.769, 0.283, -0.454], [-0.458, -1.106, 0.048], [-0.270, -1.154, 1.564], [-1.477, 0.864, 0.138], [0.434, -1.489, -0.460], [-1.299, -1.749, -0.240], [-0.125, -2.187, 1.894], [-1.150, -0.763, 2.088], [0.601, -0.573, 1.884], [1.747, 1.375, 1.068], [1.789, 1.602, 0.357]],
  "lowdin_charge": [0.07, 0.14, -0.46, 0.08, -0.18, -0.20, -0.11, 0.15, 0.12, 0.12, 0.07, 0.08, 0.05, 0.04, 0.02]
}

---

Entry 2:
{
  "formula": "C8H29CaN13O10",
  "method": "the ωB97M-V functional and the def2-TZVPD basis",
  "homo_ev": -7.475,
  "gap_ha": 0.2706,
  "e_above_lowest_kj_mol": 0.0,
  "max_force_ha_per_bohr": 0.053,
  "symbols": ["Ca", "C", "C", "O", "H", "H", "H", "H", "H", "N", "O", "O", "O", "C", "O", "N", "N", "H", "H", "H", "H", "C", "O", "N", "N", "H", "H", "H", "H", "C", "O", "N", "N", "H", "H", "H", "H", "C", "O", "N", "N", "H", "H", "H", "H", "C", "O", "N", "N", "H", "H", "H", "H", "C", "O", "N", "N", "H", "H", "H", "H"],
  "positions_angstrom": [[-0.199, 0.546, -0.545], [-0.612, 2.062, 3.569], [-0.635, 2.727, 2.209], [0.142, 2.151, 1.219], [-1.375, 2.579, 4.155], [0.426, 2.117, 3.896], [-0.933, 1.014, 3.567], [-0.274, 3.738, 2.464], [-1.644, 2.883, 1.801], [-1.842, 2.181, -3.422], [-1.503, 1.793, -2.289], [-1.407, 1.611, -4.460], [-2.760, 3.013, -3.580], [-0.489, -2.135, 1.638], [-0.389, -0.988, 1.221], [-0.884, -2.559, 2.859], [-0.234, -3.211, 0.820], [-1.170, -1.878, 3.545], [-0.904, -3.513, 3.156], [0.403, -3.026, 0.057], [-0.183, -4.077, 1.322], [-3.607, 0.035, 0.220], [-2.460, 0.459, 0.246], [-4.705, 0.822, 0.347], [-3.894, -1.294, 0.179], [-4.538, 1.810, 0.244], [-5.573, 0.410, 0.055], [-4.814, -1.646, 0.365], [-3.139, -1.955, 0.130], [3.074, 0.073, 2.461], [4.194, -0.437, 2.537], [2.065, -0.116, 3.343], [2.720, 0.924, 1.471], [1.189, 0.368, 3.257], [2.294, -0.685, 4.139], [1.804, 1.379, 1.490], [3.454, 1.186, 0.840], [-1.756, -1.763, -2.445], [-0.791, -1.102, -2.027], [-2.001, -3.059, -2.171], [-2.627, -1.143, -3.241], [-2.639, -3.473, -2.829], [-1.457, -3.647, -1.569], [-2.420, -0.209, -3.583], [-3.331, -1.600, -3.797], [2.655, -1.559, -1.216], [1.735, -0.916, -0.715], [3.374, -2.508, -0.575], [3.078, -1.292, -2.468], [3.204, -2.725, 0.390], [4.087, -2.951, -1.122], [2.576, -0.635, -3.043], [3.739, -1.922, -2.886], [2.247, 2.449, -1.562], [1.394, 1.621, -1.918], [2.129, 3.177, -0.446], [3.375, 2.650, -2.276], [1.280, 3.073, 0.124], [2.839, 3.782, -0.075], [4.156, 3.164, -1.910], [3.553, 2.227, -3.168]],
  "lowdin_charge": [1.45, -0.11, -0.44, -0.45, 0.07, 0.07, 0.05, 0.10, 0.09, -0.60, -0.14, -0.07, -0.04, -0.63, -0.07, 0.18, 0.16, 0.11, 0.10, 0.09, 0.09, -0.64, -0.05, 0.18, 0.17, 0.12, 0.10, 0.10, 0.09, -0.70, -0.02, 0.17, 0.16, 0.05, 0.10, 0.04, 0.10, -0.65, -0.10, 0.17, 0.20, 0.10, 0.09, 0.09, 0.11, -0.65, -0.08, 0.18, 0.18, 0.11, 0.10, 0.11, 0.10, -0.66, -0.09, 0.17, 0.17, 0.07, 0.11, 0.10, 0.10]
}

---

Entry 3:
{
  "formula": "C3H8Cl2NP",
  "method": "the ωB97M-V functional and the def2-TZVPD basis",
  "homo_ev": [-9.569, -7.556],
  "gap_ha": [0.3242, 0.2456],
  "e_above_lowest_kj_mol": 719.1,
  "max_force_ha_per_bohr": 0.068,
  "symbols": ["C", "C", "C", "N", "P", "Cl", "Cl", "H", "H", "H", "H", "H", "H", "H", "H"],
  "positions_angstrom": [[-1.253, -0.611, 1.207], [-0.586, 0.619, 0.622], [0.453, 0.382, -0.401], [1.648, 1.021, -0.323], [-0.185, 0.313, -2.089], [2.599, 0.805, 1.187], [2.703, 0.406, -1.582], [-0.493, -1.283, 1.587], [-2.090, -0.393, 2.041], [-1.853, -1.076, 0.372], [-1.347, 1.367, 0.119], [0.015, 1.266, 1.365], [1.239, -1.883, -0.029], [0.507, -0.771, -2.349], [-1.358, -0.164, -1.727]],
  "lowdin_charge": [-0.14, -0.36, -0.83, -0.86, 0.84, 0.52, 0.54, 0.04, 0.12, 0.07, 0.14, 0.10, 0.12, -0.16, -0.13]
}

---

Entry 4:
{
  "formula": "C11H9AuCl5NS",
  "method": "the ωB97M-V functional and the def2-TZVPD basis",
  "homo_ev": [-8.768, -8.960],
  "spin_multiplicity": 3,
  "s2": 2.02,
  "gap_ha": [0.3372, 0.2117],
  "e_above_lowest_kj_mol": 0.0,
  "max_force_ha_per_bohr": 0.006,
  "symbols": ["Au", "Cl", "C", "C", "C", "Cl", "C", "Cl", "C", "Cl", "C", "Cl", "S", "C", "N", "C", "C", "C", "C", "H", "H", "H", "H", "H", "H", "H", "H", "H"],
  "positions_angstrom": [[0.927, -0.021, -0.316], [3.060, -2.433, -0.804], [1.407, -2.945, -0.756], [0.401, -2.003, -0.610], [-0.920, -2.408, -0.604], [-2.170, -1.220, -0.449], [-1.251, -3.755, -0.730], [-2.897, -4.249, -0.724], [-0.236, -4.699, -0.869], [-0.632, -6.365, -1.035], [1.099, -4.297, -0.884], [2.349, -5.463, -1.069], [-0.053, 0.028, 3.894], [0.868, -0.010, 2.599], [1.602, -0.018, 1.653], [-1.522, 2.401, 0.395], [-0.057, 2.811, 0.376], [0.091, 4.330, 0.158], [0.742, 2.147, -0.706], [-2.067, 2.975, 1.146], [-1.638, 1.343, 0.632], [-1.991, 2.586, -0.577], [0.391, 2.572, 1.344], [-0.352, 4.633, -0.794], [1.134, 4.646, 0.166], [-0.430, 4.863, 0.957], [1.816, 2.344, -0.680], [0.329, 2.205, -1.714]],
  "lowdin_charge": [0.98, 0.67, -0.71, -0.33, -0.71, 0.68, -0.71, 0.69, -0.70, 0.70, -0.70, 0.69, 0.63, -0.98, -0.08, -0.09, -0.52, -0.07, -0.15, 0.08, 0.02, 0.09, 0.11, 0.08, 0.08, 0.08, 0.07, 0.07]
}

---

Entry 5:
{
  "formula": "C4H12N2",
  "method": "the ωB97M-V functional and the def2-TZVPD basis",
  "homo_ev": -8.690,
  "gap_ha": 0.3628,
  "e_above_lowest_kj_mol": 60.2,
  "smiles": "CCNCCN",
  "max_force_ha_per_bohr": 0.017,
  "symbols": ["C", "C", "N", "C", "C", "N", "H", "H", "H", "H", "H", "H", "H", "H", "H", "H", "H", "H"],
  "positions_angstrom": [[1.896, -0.937, 2.067], [0.444, -0.729, 1.627], [0.355, -0.335, 0.234], [-1.004, -0.112, -0.241], [-1.037, 0.270, -1.720], [-0.757, 1.684, -1.947], [2.496, -1.243, 1.207], [2.353, -0.090, 2.569], [1.926, -1.786, 2.756], [-0.099, -1.663, 1.770], [-0.030, 0.012, 2.290], [0.936, 0.482, 0.083], [-1.497, -1.081, -0.163], [-1.562, 0.595, 0.383], [-1.997, -0.053, -2.113], [-0.319, -0.401, -2.206], [-1.169, 1.995, -2.817], [0.238, 1.851, -2.018]],
  "lowdin_charge": [-0.10, -0.31, -0.10, -0.26, -0.29, -0.01, 0.07, 0.06, 0.07, 0.11, 0.11, 0.11, 0.11, 0.11, 0.10, 0.11, 0.06, 0.06]
}

---

Entry 6:
{
  "formula": "C4H9F2OP",
  "method": "the ωB97M-V functional and the def2-TZVPD basis",
  "homo_ev": [-7.040, -7.604],
  "gap_ha": [0.2831, 0.3043],
  "e_above_lowest_kj_mol": 844.1,
  "max_force_ha_per_bohr": 0.083,
  "symbols": ["C", "C", "C", "C", "O", "F", "F", "P", "H", "H", "H", "H", "H", "H", "H", "H", "H"],
  "positions_angstrom": [[-0.391, 1.266, 1.816], [0.126, 0.962, 0.405], [-0.393, -0.107, -0.406], [1.499, -0.626, -2.500], [-0.638, -1.420, 0.055], [2.641, -0.214, -1.859], [1.032, 0.429, -3.202], [1.199, -2.306, -3.127], [0.307, 1.120, 2.744], [-1.368, 0.632, 2.069], [-0.506, 2.331, 1.759], [1.231, 0.799, 0.486], [0.109, 2.017, -0.070], [-0.842, 0.109, -1.327], [-0.524, -1.349, 1.012], [-0.082, -2.198, -3.145], [1.010, -2.795, -1.731]],
  "lowdin_charge": [-0.13, -0.30, -0.20, -0.63, -0.03, -0.01, -0.01, 0.86, 0.10, 0.11, 0.04, 0.12, 0.14, 0.08, 0.08, -0.17, -0.05]
}

---

Entry 7:
{
  "formula": "C3H9INO2",
  "method": "the ωB97M-V functional and the def2-TZVPD basis",
  "homo_ev": [-12.370, -12.368],
  "charge": 1,
  "gap_ha": [0.3073, 0.3071],
  "e_above_lowest_kj_mol": 328.2,
  "max_force_ha_per_bohr": 0.088,
  "symbols": ["C", "C", "C", "N", "O", "O", "I", "H", "H", "H", "H", "H", "H", "H", "H", "H"],
  "positions_angstrom": [[1.383, 0.195, 0.365], [0.313, -0.461, -0.302], [-1.690, 0.993, -0.349], [-0.316, -1.688, 0.254], [1.959, 1.283, -0.378], [-1.419, 1.764, 0.651], [-3.305, -0.320, -0.042], [1.014, 0.636, 1.320], [2.297, -0.410, 0.727], [0.367, -0.543, -1.354], [-1.628, 1.346, -1.305], [0.065, -1.842, 1.203], [0.192, -2.472, -0.206], [-1.282, -1.595, -0.042], [2.638, 0.852, -1.020], [-0.589, 2.263, 0.479]],
  "lowdin_charge": [-0.32, -0.18, -0.64, 0.14, -0.08, -0.06, 1.06, 0.13, 0.16, 0.11, 0.03, 0.18, 0.18, -0.04, 0.15, 0.15]
}

---

Entry 8:
{
  "formula": "C4H4N4",
  "method": "the ωB97M-V functional and the def2-TZVPD basis",
  "homo_ev": -10.593,
  "gap_ha": 0.3742,
  "e_above_lowest_kj_mol": 500.6,
  "max_force_ha_per_bohr": 0.181,
  "symbols": ["C", "C", "C", "C", "H", "H", "H", "H", "N", "N", "N", "N"],
  "positions_angstrom": [[-0.828, 0.056, 0.653], [1.230, 1.213, 0.277], [1.613, -0.240, -0.401], [-0.907, 0.030, -0.935], [-2.076, -1.543, 0.731], [0.150, 1.148, 2.251], [0.995, 2.019, -0.471], [2.459, 1.407, 1.018], [-1.606, -0.807, 1.279], [0.105, 1.147, 1.120], [1.894, -1.415, -0.588], [-1.560, -0.265, -1.967]],
  "lowdin_charge": [-0.35, -0.24, -0.20, -0.15, 0.08, 0.20, 0.11, 0.23, 0.14, -0.07, 0.12, 0.13]
}

---

Entry 9:
{
  "formula": "C2H8InO2",
  "method": "the ωB97M-V functional and the def2-TZVPD basis",
  "homo_ev": -22.515,
  "charge": 3,
  "gap_ha": 0.0895,
  "e_above_lowest_kj_mol": 137.8,
  "max_force_ha_per_bohr": 0.023,
  "symbols": ["In", "C", "O", "H", "H", "H", "H", "C", "O", "H", "H", "H", "H"],
  "positions_angstrom": [[-1.486, 0.516, 0.536], [-0.286, 2.038, -3.295], [0.024, 1.431, -2.106], [-1.319, 1.759, -3.586], [-0.383, 3.195, -3.220], [0.468, 1.863, -4.096], [1.007, 1.383, -2.018], [0.180, -2.307, 3.133], [0.336, -1.294, 2.194], [1.133, -2.563, 3.601], [-0.551, -1.931, 3.932], [-0.377, -3.142, 2.644], [1.256, -0.949, 2.281]],
  "lowdin_charge": [1.34, 0.05, 0.03, 0.16, 0.25, 0.19, 0.18, 0.06, -0.02, 0.16, 0.23, 0.19, 0.18]
}

---

Entry 10:
{
  "formula": "C5H7N",
  "method": "the ωB97M-V functional and the def2-TZVPD basis",
  "homo_ev": -7.762,
  "gap_ha": 0.3024,
  "e_above_lowest_kj_mol": 366.0,
  "max_force_ha_per_bohr": 0.024,
  "symbols": ["C", "C", "C", "N", "C", "C", "H", "H", "H", "H", "H", "H", "H"],
  "positions_angstrom": [[1.827, 0.050, 0.111], [0.344, 0.027, -0.027], [-0.389, -1.140, -0.278], [-1.693, -1.076, -0.173], [-1.829, 1.087, -0.078], [-0.470, 1.134, 0.102], [2.150, -0.533, 0.981], [2.313, -0.366, -0.777], [2.171, 1.079, 0.243], [0.143, -2.049, -0.589], [-2.122, -1.928, -0.572], [-2.397, 1.597, 0.728], [-0.049, 2.116, 0.331]],
  "lowdin_charge": [-0.07, -0.34, -0.21, 0.08, 0.12, -0.19, 0.08, 0.08, 0.07, 0.13, 0.08, 0.05, 0.12]
}

---

Entry 11:
{
  "formula": "C21H40Cl3N4O3PbSSi",
  "method": "the ωB97M-V functional and the def2-TZVPD basis",
  "homo_ev": -1.438,
  "charge": -1,
  "gap_ha": 0.1394,
  "e_above_lowest_kj_mol": 673.5,
  "max_force_ha_per_bohr": 0.097,
  "symbols": ["C", "C", "H", "H", "H", "C", "C", "H", "H", "H", "H", "Pb", "Cl", "Cl", "H", "H", "C", "C", "N", "H", "C", "O", "H", "H", "H", "H", "H", "H", "C", "C", "N", "H", "C", "O", "H", "H", "H", "H", "O", "C", "C", "C", "H", "C", "H", "C", "H", "C", "C", "H", "H", "H", "Si", "Cl", "C", "C", "C", "H", "H", "H", "H", "H", "H", "H", "H", "H", "N", "C", "N", "S", "H", "H", "H", "H"],
  "positions_angstrom": [[-1.450, -2.056, -2.346], [-1.021, -3.095, -1.377], [-1.167, -2.305, -3.374], [-1.031, -1.070, -2.085], [-2.548, -1.950, -2.311], [-0.543, -4.311, -1.650], [-0.375, -4.906, -3.004], [-0.276, -4.973, -0.823], [-0.610, -4.214, -3.823], [-1.017, -5.793, -3.124], [0.657, -5.262, -3.149], [0.029, 0.045, 0.865], [-2.445, 0.156, 1.610], [-0.303, 1.339, -1.073], [0.673, 4.527, 4.299], [-1.430, 5.486, 3.082], [1.032, 4.210, 3.311], [-0.982, 5.123, 2.152], [-0.119, 4.013, 2.431], [1.598, 3.282, 3.394], [-0.360, 2.849, 1.858], [0.476, 1.933, 2.064], [-1.775, 4.798, 1.470], [-1.229, 2.743, 1.193], [1.665, 5.006, 2.899], [-0.413, 5.933, 1.685], [1.491, -1.718, -2.266], [2.423, -3.762, -1.103], [2.293, -1.100, -1.833], [3.254, -3.124, -0.766], [2.795, -1.750, -0.622], [1.899, -0.115, -1.581], [2.659, -1.226, 0.583], [2.192, -0.072, 0.788], [3.619, -3.484, 0.205], [2.976, -1.853, 1.425], [3.117, -1.021, -2.554], [4.066, -3.166, -1.500], [0.005, -1.889, 0.213], [-1.122, -2.638, 0.058], [0.122, -4.115, 1.701], [-1.078, -3.704, 1.127], [1.046, -3.608, 1.422], [0.124, -5.166, 2.622], [-2.043, -2.056, 0.184], [-2.275, -4.315, 1.493], [1.068, -5.492, 3.056], [-1.070, -5.788, 2.981], [-2.271, -5.352, 2.415], [-3.204, -3.970, 1.036], [-1.069, -6.606, 3.700], [-3.210, -5.824, 2.695], [-0.398, 4.833, -4.677], [-0.647, 3.440, -6.191], [1.419, 4.860, -4.230], [-1.450, 4.289, -3.233], [-0.957, 6.495, -5.341], [1.752, 3.871, -3.885], [1.614, 5.585, -3.426], [2.034, 5.142, -5.097], [-0.362, 6.791, -6.217], [-0.848, 7.279, -4.577], [-2.012, 6.462, -5.645], [-1.143, 3.297, -2.873], [-2.510, 4.236, -3.517], [-1.360, 4.996, -2.394], [-0.276, 1.175, 5.442], [-0.002, -0.003, 4.875], [0.265, -1.169, 5.438], [0.058, -0.158, 3.287], [-0.284, 1.202, 6.403], [-0.479, 2.012, 4.911], [0.463, -2.013, 4.895], [0.276, -1.213, 6.395]],
  "lowdin_charge": [-0.05, -0.24, 0.06, 0.03, 0.10, -0.13, -0.12, 0.10, 0.06, 0.07, 0.06, 0.51, -0.20, 0.02, 0.08, 0.08, -0.03, -0.06, -0.19, 0.09, -0.36, -0.36, 0.09, 0.09, 0.09, 0.09, 0.09, 0.09, -0.03, -0.05, -0.17, 0.03, -0.33, -0.20, 0.09, 0.14, 0.09, 0.08, -0.42, -0.45, -0.03, -0.17, 0.10, -0.10, 0.08, -0.03, 0.09, -0.12, -0.10, 0.12, 0.09, 0.09, 0.08, 0.29, -0.22, -0.22, -0.23, 0.04, 0.03, 0.03, 0.03, 0.03, 0.03, -0.03, 0.03, 0.03, 0.11, -0.90, 0.04, 0.69, 0.06, 0.10, 0.10, 0.05]
}

---

Entry 12:
{
  "formula": "C3H4N2O2",
  "method": "the ωB97M-V functional and the def2-TZVPD basis",
  "homo_ev": -8.374,
  "gap_ha": 0.3128,
  "e_above_lowest_kj_mol": 601.5,
  "smiles": "N#C[NH2+][C@@]1([O-])CO1",
  "max_force_ha_per_bohr": 0.042,
  "symbols": ["N", "C", "N", "C", "O", "C", "O", "H", "H", "H", "H"],
  "positions_angstrom": [[1.612, -0.060, -1.831], [0.962, 0.006, -0.862], [0.819, 0.790, 0.459], [-0.801, 0.519, 0.684], [-1.492, 1.480, 0.545], [-0.717, -1.065, -0.348], [-0.981, -0.717, 1.094], [1.028, 1.783, 0.342], [1.385, 0.352, 1.187], [-0.171, -2.003, -0.359], [-1.645, -1.084, -0.911]],
  "lowdin_charge": [0.09, -0.38, 0.18, -0.56, 0.17, -0.01, 0.02, 0.16, 0.16, 0.09, 0.10]
}